Here is C3H11O4 as an isolated structure at a distorted geometry from the OMol25 dataset. Energies are from the ωB97M-V functional and the def2-TZVPD basis.

ΔE to the lowest compared entry with this formula, charge and spin: 37.1 kcal per mole
Charge: -1

Atoms and positions in Å:
O1 -0.40 -0.09 2.15
O2 -1.21 1.90 0.32
O3 -0.13 -1.92 -1.62
O4 0.66 -2.09 1.21
C1 -0.35 -0.46 -1.54
C2 -0.01 1.89 -0.42
C3 0.47 0.49 -0.57
H1 0.19 -2.77 1.71
H2 0.76 2.65 0.20
H3 0.16 -1.16 1.75
H4 -0.10 2.31 -1.48
H5 -1.00 1.15 0.97
H6 -1.43 -0.24 -1.40
H7 1.55 0.51 -0.92
H8 0.37 -0.09 0.30
H9 -0.05 -0.10 -2.59
H10 0.11 -2.29 -0.71
H11 0.41 0.30 2.62

=====

Here is one molecule with the formula C5H9NO2 at a distorted geometry from the OMol25 dataset. Energies are from the ωB97M-V functional and the def2-TZVPD basis.

ΔE to the lowest compared entry with this formula, charge and spin: 172.9 kcal per mole

Atoms and positions in Å:
O1 -1.86 -0.07 1.07
O2 -1.48 -0.29 -1.27
N1 1.66 -1.27 -0.25
C1 -2.48 0.00 -0.20
C2 -0.52 -0.47 0.85
C3 0.99 -0.14 -0.12
C4 1.75 1.10 0.02
C5 -0.46 0.11 -0.58
H1 2.23 1.18 -0.98
H2 -3.39 -0.71 -0.26
H3 2.62 -1.43 0.35
H4 1.05 1.97 0.25
H5 2.53 1.24 0.96
H6 -0.19 -1.54 1.16
H7 1.12 -2.11 -0.32
H8 -0.66 1.23 -0.30
H9 -2.92 1.17 -0.39

=====

Number 1: LUMO level 0.151 hartree. Number 2: LUMO level 0.030 hartree.